[1]
{
  "formula": "C5H11NO2",
  "method": "ωB97M-V with the def2-TZVPD basis set",
  "symbols": ["C", "C", "C", "C", "C", "N", "O", "O", "H", "H", "H", "H", "H", "H", "H", "H", "H", "H", "H"],
  "coordinates": [[0.996, 1.391, -0.439], [1.886, -0.405, 1.181], [-0.015, -0.980, -0.397], [-1.749, -0.336, -1.031], [0.614, 0.132, 0.440], [-2.457, 0.070, 0.128], [-3.204, -0.779, 0.612], [-2.318, 1.151, 0.672], [0.111, 1.756, -1.153], [1.307, 2.116, 0.303], [1.647, 1.050, -1.211], [1.948, -1.483, 1.000], [1.743, -0.408, 2.248], [2.758, 0.041, 0.931], [0.457, -1.193, -1.339], [-0.186, -1.940, 0.142], [-1.268, 0.514, -1.453], [-2.007, -1.222, -1.694], [-0.263, 0.526, 1.062]],
  "atomic_forces_ev_per_a": [[-3.00, -1.15, -0.75], [-4.00, -2.06, 0.72], [-2.88, 0.66, 0.21], [5.01, -2.00, -0.11], [-1.09, 0.98, -0.72], [-2.14, -1.67, 1.56], [0.08, -0.13, -0.30], [0.79, 0.43, -1.00], [1.52, -0.32, 2.21], [0.41, 0.57, -0.72], [1.51, 0.18, -0.10], [0.31, 0.09, -0.36], [0.03, 0.53, 0.57], [2.65, 1.57, -0.91], [0.30, 0.06, -0.50], [-0.11, 0.86, -0.25], [-0.48, 0.55, -0.91], [-0.63, 1.61, 1.35], [1.74, -0.74, 0.03]],
  "nbo_charge": [-0.603, -0.605, -0.282, -0.316, -0.279, 0.488, -0.401, -0.387, 0.197, 0.226, 0.201, 0.207, 0.222, 0.211, 0.193, 0.215, 0.221, 0.259, 0.233],
  "orbital_gap_ev": 10.613,
  "e_above_lowest_kj_mol": 565.1,
  "e_homo_ev": -10.56,
  "total_energy_ha": -402.1629,
  "multiplicity": 1
}

[2]
{
  "formula": "C5H11NO2",
  "method": "ωB97M-V with the def2-TZVPD basis set",
  "symbols": ["C", "C", "N", "O", "H", "H", "H", "H", "H", "C", "C", "C", "O", "H", "H", "H", "H", "H", "H"],
  "coordinates": [[0.364, 1.570, 0.983], [0.327, 2.940, 0.321], [-0.850, 0.849, 0.714], [-1.281, 0.125, 1.590], [0.601, 1.611, 2.051], [1.129, 0.954, 0.488], [-0.372, 3.597, 0.847], [1.311, 3.399, 0.355], [0.007, 2.851, -0.715], [-0.493, -0.935, -1.577], [-0.059, -2.720, 0.189], [0.457, -1.528, -0.576], [1.516, -1.005, -0.314], [0.751, -3.192, 0.742], [-0.560, -1.840, -2.244], [-1.476, -0.748, -1.155], [-0.034, -0.121, -2.130], [-0.802, -2.366, 0.905], [-0.536, -3.442, -0.474]],
  "atomic_forces_ev_per_a": [[0.92, 0.29, 0.30], [-0.34, -0.01, 0.29], [-1.29, -0.77, 0.36], [0.78, 0.84, -0.58], [-0.14, -0.09, 0.00], [-0.12, 0.07, 0.09], [0.07, -0.02, -0.13], [0.09, 0.01, -0.03], [0.03, 0.03, -0.05], [0.63, -2.06, -0.95], [0.27, -0.23, -0.03], [-0.45, 0.96, 0.90], [0.37, -0.34, -0.15], [0.00, 0.01, -0.05], [-0.47, 0.99, -0.07], [0.02, 0.14, -0.07], [-0.24, 0.16, 0.18], [-0.07, 0.02, -0.06], [-0.04, -0.01, 0.05]],
  "nbo_charge": [-0.350, -0.608, 0.142, -0.304, 0.200, 0.272, 0.209, 0.221, 0.218, -0.723, -0.730, 0.609, -0.576, 0.236, 0.222, 0.253, 0.234, 0.251, 0.222],
  "orbital_gap_ev": 9.168,
  "e_above_lowest_kj_mol": 329.5,
  "e_homo_ev": -9.14,
  "total_energy_ha": -402.2527,
  "smiles": "CC(C)=O.CCN=O",
  "multiplicity": 1
}

[3]
{
  "formula": "C5H11NO2",
  "method": "ωB97M-V with the def2-TZVPD basis set",
  "symbols": ["C", "C", "C", "N", "C", "C", "O", "O", "H", "H", "H", "H", "H", "H", "H", "H", "H", "H", "H"],
  "coordinates": [[1.512, -0.597, 1.611], [-1.714, 0.289, -2.160], [-1.095, 0.283, 1.261], [-0.181, -0.683, 0.676], [0.384, -0.503, -0.467], [1.360, -0.274, -1.313], [-1.318, -0.724, -1.309], [1.936, 0.683, 1.823], [1.796, 0.938, 2.743], [1.101, -1.113, 2.477], [2.245, -1.187, 1.068], [-2.580, -0.033, -2.760], [-2.010, 1.223, -1.646], [-0.926, 0.563, -2.887], [-0.832, 1.321, 1.045], [-1.107, 0.120, 2.343], [-2.086, 0.080, 0.863], [1.130, -0.226, -2.365], [2.385, -0.162, -1.001]],
  "atomic_forces_ev_per_a": [[-2.55, -0.21, 0.25], [0.22, 0.38, -0.44], [0.03, 0.06, -0.01], [4.54, -0.46, 3.72], [-4.25, 0.51, -3.76], [-0.09, -0.22, 0.21], [2.26, 0.18, 0.49], [-0.01, -0.29, -0.03], [-0.23, 0.02, -0.24], [0.34, 0.10, 0.09], [-0.47, 0.05, -0.41], [0.11, -0.07, 0.14], [0.06, -0.10, 0.04], [-0.11, 0.02, 0.04], [0.09, -0.01, 0.00], [-0.02, 0.04, -0.12], [0.02, -0.02, -0.02], [-0.02, -0.19, -0.07], [0.09, 0.22, 0.13]],
  "nbo_charge": [0.116, -0.238, -0.419, -0.446, 0.547, -0.602, -0.690, -0.683, 0.491, 0.180, 0.190, 0.172, 0.132, 0.140, 0.191, 0.192, 0.248, 0.253, 0.226],
  "orbital_gap_ev": 8.625,
  "e_above_lowest_kj_mol": 605.9,
  "e_homo_ev": -8.26,
  "total_energy_ha": -402.1474,
  "multiplicity": 1
}

[4]
{
  "formula": "C5H11NO2",
  "method": "ωB97M-V with the def2-TZVPD basis set",
  "symbols": ["C", "C", "C", "C", "N", "C", "O", "O", "H", "H", "H", "H", "H", "H", "H", "H", "H", "H", "H"],
  "coordinates": [[-1.018, -0.849, 0.524], [1.532, -0.773, 0.529], [-2.376, -0.299, 0.124], [1.581, 1.782, -0.684], [0.275, -0.175, 0.089], [0.249, 1.120, -0.402], [-0.940, -2.164, 0.021], [-0.790, 1.735, -0.643], [-0.641, -2.068, -0.899], [-0.951, -0.889, 1.615], [1.961, -0.168, 1.334], [1.381, -1.796, 0.885], [2.240, -0.810, -0.304], [-3.168, -0.977, 0.467], [-2.568, 0.675, 0.583], [-2.476, -0.226, -0.963], [2.176, 1.180, -1.373], [1.406, 2.756, -1.150], [2.127, 1.944, 0.249]],
  "atomic_forces_ev_per_a": [[0.92, -0.12, -0.12], [-0.05, 0.14, 0.09], [-0.12, 0.78, -0.03], [0.06, 0.10, -0.08], [-1.69, 0.87, -0.33], [-0.79, 0.31, -0.30], [0.45, -0.44, -0.13], [0.91, -0.59, 0.28], [-0.26, -0.17, 0.31], [-0.10, -0.36, -0.01], [0.14, -0.22, 0.00], [-0.19, 0.27, -0.11], [-0.05, -0.04, 0.19], [0.50, -0.18, 0.12], [0.06, -0.10, -0.30], [0.11, 0.17, 0.20], [0.12, 0.01, 0.20], [-0.15, -0.28, 0.16], [0.14, -0.13, -0.13]],
  "nbo_charge": [0.271, -0.420, -0.626, -0.714, -0.477, 0.684, -0.720, -0.625, 0.469, 0.162, 0.192, 0.235, 0.205, 0.218, 0.233, 0.219, 0.223, 0.246, 0.226],
  "orbital_gap_ev": 10.171,
  "e_above_lowest_kj_mol": 84.6,
  "e_homo_ev": -9.41,
  "total_energy_ha": -402.3459,
  "smiles": "CC(=O)N(C)[C@@H](C)O",
  "multiplicity": 1
}

[5]
{
  "formula": "C5H11NO2",
  "method": "ωB97M-V with the def2-TZVPD basis set",
  "symbols": ["C", "O", "C", "C", "C", "C", "O", "N", "H", "H", "H", "H", "H", "H", "H", "H", "H", "H", "H"],
  "coordinates": [[-0.128, 0.112, 2.106], [0.230, -0.838, 3.070], [0.295, -0.429, 0.626], [-0.255, 0.725, -0.354], [0.015, 0.258, -1.776], [0.261, 1.442, -2.700], [0.280, 1.117, -3.846], [-0.416, -1.654, 0.409], [0.376, 1.143, 2.212], [-1.152, 0.420, 2.171], [0.935, -1.362, 2.679], [1.351, -0.558, 0.662], [0.417, 1.602, -0.220], [-1.404, 0.853, -0.182], [-0.662, -0.565, -2.127], [0.920, -0.427, -1.711], [0.306, 2.334, -2.224], [0.009, -2.536, 0.437], [-1.377, -1.636, 0.768]],
  "atomic_forces_ev_per_a": [[2.55, 1.23, -1.91], [-0.22, 0.28, 0.39], [-4.06, 2.40, 2.32], [0.33, -1.95, 0.51], [0.75, -1.25, 1.16], [-1.40, -6.71, -0.51], [0.57, 1.83, -2.10], [-1.42, 0.91, -0.68], [-0.04, -1.41, 0.27], [-0.96, -0.67, -0.02], [0.02, -0.11, 0.19], [0.93, 0.01, -0.54], [-1.09, -0.11, 0.43], [2.25, 0.27, 0.01], [-0.08, 1.45, -0.12], [-0.27, 1.26, -0.32], [0.51, 3.76, 0.88], [0.71, -0.97, 0.24], [0.90, -0.23, -0.21]],
  "nbo_charge": [-0.068, -0.708, -0.056, -0.421, -0.535, 0.438, -0.498, -0.881, 0.140, 0.168, 0.462, 0.191, 0.202, 0.214, 0.254, 0.227, 0.113, 0.380, 0.375],
  "orbital_gap_ev": 9.644,
  "e_above_lowest_kj_mol": 296.5,
  "e_homo_ev": -8.92,
  "total_energy_ha": -402.2652,
  "smiles": "N[C@H](CO)CCC=O",
  "multiplicity": 1
}

[6]
{
  "formula": "C5H11NO2",
  "method": "ωB97M-V with the def2-TZVPD basis set",
  "symbols": ["C", "C", "C", "C", "N", "C", "O", "O", "H", "H", "H", "H", "H", "H", "H", "H", "H", "H", "H"],
  "coordinates": [[-0.691, -0.576, -0.713], [2.649, 0.370, 0.003], [-0.735, -2.045, -0.368], [-1.445, 1.786, 0.359], [1.349, -0.214, 0.245], [-1.231, 0.327, 0.710], [0.575, -0.052, -0.924], [-1.949, -0.244, 1.500], [0.533, 0.284, 0.979], [-1.289, -0.288, -1.580], [3.142, -0.193, -0.785], [2.631, 1.428, -0.308], [3.236, 0.240, 0.911], [-0.270, -2.626, -1.166], [-1.767, -2.346, -0.216], [-0.171, -2.245, 0.536], [-1.589, 2.367, 1.273], [-2.370, 1.877, -0.217], [-0.609, 2.149, -0.239]],
  "atomic_forces_ev_per_a": [[0.45, 0.72, 2.98], [-0.21, 0.82, 0.24], [0.08, 0.13, -0.23], [0.69, 0.26, 0.73], [-3.17, 0.38, 1.71], [-3.05, -1.38, -3.17], [0.83, 0.08, -1.45], [1.13, 0.28, 0.33], [3.61, -1.04, -1.44], [-0.11, 0.10, 0.25], [-0.15, -0.18, -0.04], [-0.02, -0.21, 0.19], [-0.04, 0.15, 0.02], [-0.17, -0.03, -0.12], [-0.03, -0.14, -0.03], [-0.06, 0.05, 0.14], [0.16, 0.09, -0.12], [0.13, -0.29, -0.04], [-0.09, 0.21, 0.05]],
  "nbo_charge": [0.051, -0.430, -0.659, -0.732, -0.302, 0.494, -0.411, -0.522, 0.312, 0.205, 0.216, 0.179, 0.213, 0.218, 0.226, 0.235, 0.233, 0.247, 0.227],
  "orbital_gap_ev": 8.839,
  "e_above_lowest_kj_mol": 431.6,
  "e_homo_ev": -8.59,
  "total_energy_ha": -402.2138,
  "smiles": "CNO[C@@H](C)C(C)=O",
  "multiplicity": 1
}

[7]
{
  "formula": "C5H11NO2",
  "method": "ωB97M-V with the def2-TZVPD basis set",
  "symbols": ["C", "O", "C", "C", "C", "C", "O", "N", "H", "H", "H", "H", "H", "H", "H", "H", "H", "H", "H"],
  "coordinates": [[-0.114, 0.033, 2.073], [0.324, -0.863, 3.098], [0.163, -0.414, 0.663], [-0.107, 0.732, -0.323], [0.154, 0.290, -1.787], [0.265, 1.450, -2.750], [0.335, 1.321, -3.944], [-0.551, -1.646, 0.297], [0.307, 1.007, 2.349], [-1.188, 0.168, 2.211], [0.661, -1.685, 2.717], [1.207, -0.666, 0.510], [0.511, 1.580, -0.032], [-1.171, 1.000, -0.274], [-0.663, -0.366, -2.064], [1.090, -0.261, -1.838], [0.297, 2.437, -2.276], [-0.039, -2.442, 0.672], [-1.481, -1.675, 0.698]],
  "atomic_forces_ev_per_a": [[0.01, 0.11, 1.11], [0.16, -0.26, -0.19], [-0.10, 0.15, -0.61], [-0.42, -0.74, -0.60], [-0.10, 0.61, 0.97], [-0.10, -0.73, -0.09], [-0.02, 0.15, 0.12], [0.25, -0.08, 0.19], [0.26, -0.06, -0.47], [-0.30, -0.10, -0.22], [-0.17, 0.27, -0.02], [0.48, 0.04, 0.34], [-0.06, 0.16, -0.06], [0.17, 0.29, 0.24], [0.12, -0.22, -0.39], [0.11, -0.22, -0.15], [0.03, 0.52, 0.02], [-0.29, 0.06, -0.20], [-0.04, 0.07, 0.01]],
  "nbo_charge": [-0.072, -0.721, -0.082, -0.396, -0.518, 0.450, -0.510, -0.835, 0.179, 0.160, 0.461, 0.186, 0.207, 0.201, 0.250, 0.229, 0.096, 0.356, 0.359],
  "orbital_gap_ev": 10.506,
  "e_above_lowest_kj_mol": 151.3,
  "e_homo_ev": -9.83,
  "total_energy_ha": -402.3205,
  "smiles": "N[C@H](CO)CCC=O",
  "multiplicity": 1
}

[8]
{
  "formula": "C5H11NO2",
  "method": "ωB97M-V with the def2-TZVPD basis set",
  "symbols": ["C", "C", "C", "N", "C", "C", "H", "H", "H", "H", "H", "H", "H", "H", "H", "O", "H", "H", "O"],
  "coordinates": [[0.944, -1.311, -1.196], [0.184, -0.455, -0.239], [-0.512, -0.734, 0.938], [-1.081, 0.434, 1.438], [-0.721, 1.502, 0.650], [0.056, 1.010, -0.401], [1.320, -2.233, -0.797], [0.412, -1.561, -2.061], [1.870, -0.910, -1.585], [-0.733, -1.772, 1.299], [-1.829, 0.388, 2.114], [-1.302, 2.411, 0.731], [0.442, 1.550, -1.275], [-3.568, 0.431, -1.520], [-2.208, 0.049, -0.850], [-3.066, 0.414, -0.632], [2.940, -0.787, 0.222], [3.751, 0.371, -0.167], [3.911, -0.545, 0.045]],
  "atomic_forces_ev_per_a": [[0.95, -0.14, 0.78], [-0.40, 2.51, 1.05], [-0.05, -0.97, -1.02], [0.82, -1.22, -0.43], [-0.18, -1.02, -1.08], [-0.23, -0.85, 0.48], [-0.29, -0.74, 0.63], [-1.22, -0.39, -1.28], [0.11, 0.89, 0.06], [0.18, 1.49, 0.09], [0.24, 0.38, -0.13], [0.53, 0.11, 0.13], [-0.21, -0.08, 0.69], [1.25, -0.07, 2.18], [0.48, -0.12, -0.09], [-2.02, 0.15, -2.19], [2.15, 0.02, -0.16], [0.46, 0.76, -0.20], [-2.57, -0.71, 0.48]],
  "nbo_charge": [-0.655, -0.133, -0.084, -0.510, -0.049, -0.331, 0.222, 0.221, 0.227, 0.221, 0.422, 0.224, 0.224, 0.471, 0.480, -0.954, 0.470, 0.463, -0.930],
  "orbital_gap_ev": 9.229,
  "e_above_lowest_kj_mol": 150.8,
  "e_homo_ev": -8.50,
  "total_energy_ha": -402.3207,
  "smiles": "Cc1cc[nH]c1.O.O",
  "multiplicity": 1
}